Entry 1:
Below is 2 unconnected molecules or ions with the total composition BrH3O3P at a distorted geometry, with properties calculated with wB97M-V/def2-TZVPD.

Element x y z (Å)
O (-0.93651, 1.03723, 0.61626)
O (0.41566, -0.02127, -1.34012)
O (0.38224, -1.04033, 0.93354)
P (0.42128, 0.35993, 0.21678)
Br (4.24632, -0.12008, -0.27323)
H (-1.59119, 1.75371, 0.67943)
H (-0.24198, -0.66788, -1.65840)
H (0.37300, -1.24916, 1.90493)

Properties
- Charge: +1
- Relative energy (zero: lowest compared OMol25 entry of this formula, charge and spin): 4.184 eV
- HOMO level (spin up / spin down): -14.74 / -14.33 eV

=====

Entry 2:
Below is a gas-phase ion, C5H10N2S (charge +2) at a distorted geometry, with properties calculated with wB97M-V/def2-TZVPD.

Element x y z (Å)
C (1.30663, 2.16183, 0.21875)
C (-0.02284, 1.73384, 0.04676)
C (2.27639, 0.05390, -0.33744)
C (-1.55715, -1.51982, 0.44042)
C (-1.48222, -0.15610, -0.20326)
N (2.33204, 1.31860, 0.12190)
N (-0.26385, 0.46776, -0.02691)
S (3.47978, -1.04927, 0.07769)
H (1.51426, 3.19478, 0.47282)
H (-0.80556, 2.49673, 0.07585)
H (1.43728, -0.21537, -0.97289)
H (-0.88866, -2.24601, -0.02191)
H (-1.28330, -1.45450, 1.49320)
H (-2.56744, -1.91574, 0.35463)
H (-2.32442, 0.49894, 0.11099)
H (-1.70568, -0.23725, -1.28756)
H (3.23528, 1.65088, 0.47668)
H (3.08633, -2.05882, -0.72495)

Properties
- Charge: +2
- Relative energy (zero: lowest compared OMol25 entry of this formula, charge and spin): 0.000 eV
- HOMO level (spin up / spin down): -18.93 / -18.93 eV

=====

Entry 3:
Below is a molecular structure, C28H38BBeN5P2 at a distorted geometry, with properties calculated with wB97M-V/def2-TZVPD.

Element x y z (Å)
Be (-3.14315, -0.28420, 0.54700)
C (2.21918, -5.11289, 0.49473)
C (3.44360, -4.58653, 0.69017)
C (3.80492, -3.15233, 0.90506)
C (3.01404, -2.44158, 2.02415)
C (1.78643, -1.77450, 1.55415)
C (1.21137, -1.88307, 0.31958)
C (1.24180, -3.06129, -0.59271)
C (0.96440, -4.31773, 0.25580)
C (-4.39958, 0.27694, 1.54758)
H (2.06518, -6.20382, 0.49815)
H (4.31625, -5.24308, 0.65606)
H (3.74353, -2.55136, -0.01136)
H (4.85298, -3.17820, 1.23049)
H (2.71643, -3.15440, 2.81071)
H (3.68176, -1.71720, 2.51763)
H (1.18302, -1.28965, 2.33965)
H (0.28327, -1.28862, 0.07611)
H (2.19122, -3.14969, -1.16321)
H (0.42187, -2.98125, -1.32590)
H (0.55407, -3.99219, 1.24318)
H (0.20983, -4.97744, -0.20970)
H (-5.02570, -0.54334, 1.97918)
H (-5.03156, 1.02027, 1.07440)
H (-3.82918, 0.76414, 2.36144)
P (-2.27700, 1.24097, -0.48280)
P (1.40370, 0.65953, 0.17131)
N (-3.13036, 1.40700, -1.99401)
N (-2.74638, 2.80852, 0.41994)
N (2.15128, 0.66404, -1.40729)
N (2.80098, 1.15753, 1.08396)
C (-0.69177, 1.89700, -1.03288)
C (0.35717, 2.12238, 0.05246)
C (-4.37077, 0.82652, -2.29439)
C (-4.83558, 1.33662, -3.51914)
C (-3.85874, 2.29141, -3.97762)
C (-2.84064, 2.31781, -3.02195)
C (-3.00961, 3.01916, 1.77137)
C (-3.36211, 4.34213, 1.98372)
C (-3.15898, 5.02558, 0.74130)
C (-2.77949, 4.06398, -0.19757)
C (2.02080, -0.34235, -2.38690)
C (2.69011, 0.07281, -3.53272)
C (3.19322, 1.39841, -3.29185)
C (2.82471, 1.75465, -2.00420)
C (4.13625, 1.41555, 0.73692)
C (4.79334, 1.94624, 1.82971)
C (3.87559, 1.92194, 2.93683)
C (2.68051, 1.40315, 2.47193)
H (-0.87860, 2.88804, -1.45528)
H (-0.34183, 1.24521, -1.83856)
H (0.94840, 3.00644, -0.22736)
H (-0.09631, 2.31479, 1.03584)
H (-4.80854, 0.11627, -1.61532)
H (-5.76097, 1.08572, -4.03420)
H (-3.89707, 2.90795, -4.88363)
H (-1.95243, 2.93894, -3.00431)
H (-2.94985, 2.25391, 2.52990)
H (-3.71312, 4.73531, 2.92574)
H (-3.24573, 6.09240, 0.56040)
H (-2.45401, 4.18514, -1.22937)
H (1.46593, -1.25135, -2.17311)
H (2.82755, -0.50463, -4.44033)
H (3.77605, 2.01558, -3.97686)
H (3.00607, 2.68181, -1.47083)
H (4.52354, 1.25849, -0.25770)
H (5.79155, 2.34926, 1.81505)
H (4.06582, 2.28718, 3.93757)
H (1.73784, 1.22746, 2.98185)
B (-2.73292, -4.43193, 1.51980)
C (-2.88658, -3.00553, 0.97334)
N (-2.95806, -1.90901, 0.55750)
H (-3.62556, -4.83269, 2.24465)
H (-1.61837, -4.40462, 2.05388)
H (-2.56505, -5.17770, 0.59287)

Properties
- Charge: 0
- Relative energy (zero: lowest compared OMol25 entry of this formula, charge and spin): 1.158 eV
- HOMO level: -7.80 eV

=====

Entry 4:
Below is 2 unconnected molecules or ions with the total composition C5H11FN at a distorted geometry, with properties calculated with wB97M-V/def2-TZVPD.

Element x y z (Å)
C (-1.98274, 0.22847, -0.85984)
C (-1.84811, -0.88252, 0.22516)
C (-0.60973, 0.66913, -1.16083)
C (-0.63244, -0.31641, 0.97655)
C (1.45946, 0.73112, 0.16447)
N (0.14481, 0.37928, -0.13962)
F (3.45255, -1.12062, -0.78563)
H (-2.59118, 0.02979, -1.71686)
H (-2.50051, 1.09391, -0.48656)
H (-2.69387, -0.99298, 0.99093)
H (-1.65097, -1.82610, -0.19919)
H (3.69176, -1.18425, -1.73109)
H (-0.17268, 1.14539, -2.06641)
H (-1.03358, 0.48252, 1.57968)
H (0.00298, -0.98748, 1.49998)
H (1.81757, 1.68951, -0.30804)
H (1.49127, 0.67682, 1.30173)
H (2.07183, -0.13813, -0.16250)

Properties
- Charge: +1
- Relative energy (zero: lowest compared OMol25 entry of this formula, charge and spin): 1.071 eV
- HOMO level: -15.44 eV

=====

Entry 5:
Below is a molecular structure, C48H48Cl3F6KN10O5 at a distorted geometry, with properties calculated with wB97M-V/def2-TZVPD.

Element x y z (Å)
K (0.13643, 0.90685, 0.41194)
C (-1.36255, 3.65996, 1.66277)
O (-1.66719, 2.27986, 1.72777)
C (-2.86640, 1.87877, 1.21455)
C (-3.67933, 2.67660, 0.42491)
C (-4.91141, 2.20230, -0.02074)
C (-5.33698, 0.93600, 0.33972)
C (-4.51425, 0.13166, 1.12220)
C (-3.27063, 0.57401, 1.54947)
N (-2.33930, -0.27312, 2.18433)
N (-2.84704, -0.97708, 3.08582)
C (-2.09451, -1.95664, 3.68333)
C (-0.82430, -2.41765, 3.18691)
O (-0.21078, -1.92513, 2.21983)
C (-0.25480, -3.57922, 3.87697)
C (-0.82100, -4.13848, 4.96190)
C (-2.06509, -3.65484, 5.49453)
C (-2.64203, -4.23312, 6.63854)
C (-3.84402, -3.78910, 7.13599)
C (-4.49823, -2.73396, 6.47701)
C (-3.94661, -2.14279, 5.36657)
C (-2.70612, -2.57845, 4.83531)
H (-2.14474, 4.25148, 2.14893)
H (-1.24039, 4.00335, 0.63102)
H (-0.42481, 3.78672, 2.19284)
H (-3.35050, 3.66424, 0.12755)
H (-5.52157, 2.82981, -0.65851)
H (-6.29169, 0.55806, -0.00741)
H (-4.80325, -0.87744, 1.39005)
H (0.68080, -3.94988, 3.47148)
H (-0.34530, -4.98081, 5.45846)
H (-2.11237, -5.04518, 7.12864)
H (-4.27509, -4.23589, 8.02422)
H (-5.45312, -2.38322, 6.85294)
H (-4.44983, -1.32299, 4.87350)
Cl (-5.49765, 3.50998, -4.90168)
C (-4.18931, 2.82530, -3.95173)
C (-3.16410, 3.63549, -3.50342)
C (-2.14761, 3.07364, -2.75605)
Cl (-0.86935, 4.12254, -2.18132)
C (-2.05615, 1.68900, -2.38796)
O (-1.12627, 1.22129, -1.67219)
C (-3.15721, 0.93209, -2.91187)
Cl (-3.20314, -0.76713, -2.55883)
C (-4.18591, 1.47210, -3.65470)
H (-3.15677, 4.69504, -3.72126)
H (-4.98570, 0.83328, -4.00489)
N (1.13378, 1.56356, 3.90052)
C (2.11323, 0.70887, 4.57546)
C (2.46525, -0.47727, 3.69571)
C (3.44408, -0.14958, 2.57085)
C (3.82227, -1.38215, 1.75426)
N (2.73863, -1.94061, 0.93430)
H (1.43197, 1.77278, 2.94509)
H (1.07467, 2.45452, 4.37610)
H (1.66949, 0.34861, 5.50851)
H (3.03980, 1.24321, 4.84309)
H (1.52894, -0.84371, 3.27669)
H (2.88132, -1.28346, 4.31415)
H (4.34888, 0.31217, 2.99079)
H (3.00400, 0.58819, 1.89154)
H (4.17881, -2.16943, 2.42764)
H (4.65405, -1.13298, 1.08826)
H (2.42612, -1.24532, 0.26158)
H (1.92242, -2.14032, 1.51056)
C (-1.47399, 0.66148, -5.09090)
C (-0.43221, -0.40164, -4.84716)
C (-0.78241, -1.72500, -4.61004)
C (0.17131, -2.69817, -4.34164)
C (1.51529, -2.35337, -4.28470)
N (2.53862, -3.28136, -3.98663)
C (2.48893, -4.53379, -3.42116)
O (3.37462, -5.35491, -3.63113)
N (1.41871, -4.83054, -2.62057)
C (0.57622, -3.97516, -1.86465)
C (-0.61879, -4.47981, -1.37069)
C (-1.45703, -3.64347, -0.65804)
C (-1.08410, -2.31827, -0.48163)
N (0.06216, -1.83297, -0.94978)
C (0.88511, -2.65006, -1.60011)
C (1.88289, -1.03625, -4.54527)
C (0.92234, -0.08010, -4.82651)
H (-2.45051, 0.21620, -5.28747)
H (-1.20165, 1.28975, -5.94139)
H (-1.57869, 1.31122, -4.21771)
H (-1.83086, -2.00492, -4.60923)
H (-0.13735, -3.71791, -4.15153)
H (3.44566, -3.08461, -4.37347)
H (1.44905, -5.79094, -2.32094)
H (-0.88607, -5.51627, -1.55576)
H (-2.38807, -4.00929, -0.24416)
H (-1.72036, -1.62720, 0.05775)
H (1.81086, -2.20839, -1.95224)
H (2.92894, -0.75404, -4.48846)
H (1.23313, 0.94776, -4.98941)
N (1.88712, 2.75326, -4.20725)
C (2.64984, 1.78318, -3.60143)
C (2.05176, 0.85996, -2.72163)
N (2.76054, -0.09464, -2.15424)
C (4.06933, -0.15364, -2.44302)
C (4.63655, 0.73858, -3.32408)
N (3.93484, 1.71076, -3.91631)
H (1.02931, 3.01252, -3.74129)
H (2.41657, 3.51582, -4.59407)
H (0.98679, 0.90919, -2.49195)
H (4.64739, -0.93354, -1.95798)
H (5.69383, 0.69474, -3.56298)
C (1.98160, 4.50698, -0.05589)
C (2.60400, 3.45741, 0.89222)
O (1.88023, 2.33758, 1.03585)
C (2.82181, 4.16985, 2.26784)
F (1.62564, 4.48203, 2.82001)
F (3.50099, 5.34185, 2.18611)
F (3.47044, 3.41308, 3.16302)
C (4.01414, 3.12250, 0.30940)
F (4.82746, 4.19983, 0.14543)
F (3.86877, 2.57834, -0.91140)
F (4.69943, 2.24003, 1.05163)
H (1.08521, 4.91739, 0.40826)
H (1.68876, 3.98374, -0.96485)
H (2.66537, 5.32081, -0.29929)

Properties
- Charge: -2
- HOMO level: -2.26 eV

=====

Entry 6:
Below is a single C2H2F2S2 molecule at a distorted geometry, with properties calculated with wB97M-V/def2-TZVPD.

Element x y z (Å)
C (-0.52197, 0.59623, 0.33591)
C (0.49050, -0.26035, 0.14087)
F (-0.50915, 1.89327, 0.19961)
F (0.32994, -1.58169, 0.20364)
S (-2.25210, -0.32571, 0.16917)
S (2.17848, 0.19425, 0.01122)
H (-2.32720, 0.58231, -0.76153)
H (2.61150, -1.09831, -0.29888)

Properties
- Charge: 0
- Relative energy (zero: lowest compared OMol25 entry of this formula, charge and spin): 1.592 eV
- HOMO level: -8.75 eV
- SMILES string: F/C(S)=C(/F)S

=====

Entry 7:
Below is 2 unconnected molecules or ions with the total composition CFNO3 at a distorted geometry, with properties calculated with wB97M-V/def2-TZVPD.

Element x y z (Å)
C (-1.28957, -0.20832, 0.81886)
N (1.78772, 0.26724, -1.06363)
O (-0.67418, -0.08412, 1.75774)
O (-2.02422, -0.25177, -0.04361)
O (2.29416, -0.26463, -0.19994)
F (0.27750, 0.07906, -1.03429)

Properties
- Charge: 0
- Relative energy (zero: lowest compared OMol25 entry of this formula, charge and spin): 0.182 eV
- HOMO level: -12.34 eV
- SMILES string: O=C=O.O=NF

=====

Entry 8:
Below is 2 unconnected molecules or ions with the total composition C6H8N2S3 at a distorted geometry, with properties calculated with wB97M-V/def2-TZVPD.

Element x y z (Å)
C (-0.90198, 0.15058, 2.21954)
C (-0.84107, -1.77019, -0.39961)
C (0.19742, -1.45849, -0.90220)
C (-1.00200, 1.14499, 1.25407)
C (1.08028, -1.40045, -3.43907)
C (1.64051, 1.35765, 1.77690)
N (-0.81112, -0.63016, 3.06975)
N (-2.15655, 1.41496, 0.73559)
S (-3.58510, 0.59078, 1.13175)
S (1.62427, -0.96141, -1.67132)
S (0.33166, 2.26409, 0.95102)
H (-1.79973, -1.99165, 0.00294)
H (1.56585, -2.36284, -3.51072)
H (1.34724, -0.49087, -4.01585)
H (-0.01424, -1.40377, -3.35345)
H (1.74901, 1.40185, 2.87745)
H (2.60061, 1.56397, 1.22015)
H (1.33009, 0.23713, 1.84638)
H (-2.35516, 2.34384, 0.20668)

Properties
- Charge: 0
- Relative energy (zero: lowest compared OMol25 entry of this formula, charge and spin): 4.592 eV
- HOMO level (spin up / spin down): -7.97 / -7.98 eV

=====

| no. | total energy (eV) |
| --- | --- |
| 1 | -85513.7694 |
| 2 | -19141.7164 |
| 3 | -56754.0766 |
| 4 | -9563.6169 |
| 5 | -145896.3769 |
| 6 | -29209.6581 |
| 7 | -11384.7532 |
| 8 | -41832.7030 |